1.
Entry from the Open Molecules 2025 dataset: C36H34ClN2O5P2PbS as an isolated structure in a non-equilibrium geometry (ωB97M-V/def2-TZVPD).

For the gap between HOMO and LUMO, the calculation gives 6.1 eV. For the lowest unoccupied orbital energy, the calculation gives -4.61 eV. Its total charge is +1. The calculation puts the total energy at -3611.72103 Eh.

Geometry (Å):
Pb 0.48 -0.29 0.17
O -1.76 -4.97 3.85
C -1.26 -3.97 3.11
C -0.20 -3.17 3.53
C 0.24 -2.17 2.69
N -0.33 -1.97 1.51
C -1.34 -2.74 1.08
C -1.84 -3.75 1.85
C -1.86 -2.39 -0.30
O -2.83 -2.97 -0.73
O -1.17 -1.46 -0.89
C 1.38 -1.23 3.05
O 1.93 -1.37 4.12
O 1.63 -0.34 2.14
H -1.29 -5.04 4.69
H 0.30 -3.30 4.48
H -2.66 -4.36 1.49
C -5.34 5.71 0.57
S -3.76 6.09 1.36
C -2.67 6.15 -0.10
C -1.63 5.02 -0.12
C -2.28 3.65 -0.13
N -1.28 2.55 -0.12
P -0.64 1.93 1.32
C -1.76 2.42 2.63
C -1.53 3.58 3.37
C -2.45 3.96 4.34
C -3.57 3.18 4.58
C -3.79 2.02 3.85
C -2.88 1.63 2.88
C 0.93 2.77 1.65
C 1.64 3.40 0.63
C 2.94 3.84 0.86
C 3.54 3.61 2.09
C 2.84 2.97 3.10
C 1.54 2.54 2.89
P -1.07 1.61 -1.54
C -0.82 2.91 -2.80
C -1.87 3.40 -3.57
C -1.66 4.44 -4.47
C -0.39 4.98 -4.62
C 0.67 4.48 -3.87
C 0.46 3.45 -2.97
C -2.70 0.94 -1.91
C -2.91 0.34 -3.15
C -4.10 -0.32 -3.41
C -5.08 -0.40 -2.42
C -4.87 0.20 -1.19
C -3.68 0.85 -0.93
H -6.11 5.76 1.34
H -5.33 4.71 0.13
H -5.56 6.45 -0.20
H -2.16 7.11 -0.08
H -3.30 6.11 -0.99
H -0.98 5.11 0.76
H -1.01 5.14 -1.01
H -2.89 3.53 -1.02
H -2.94 3.56 0.73
H -0.65 4.19 3.19
H -2.28 4.86 4.91
H -4.28 3.48 5.35
H -4.66 1.41 4.04
H -3.03 0.71 2.33
H 1.15 3.58 -0.32
H 3.48 4.36 0.08
H 4.56 3.93 2.25
H 3.31 2.79 4.06
H 1.01 2.02 3.67
H -2.87 2.99 -3.46
H -2.48 4.82 -5.05
H -0.22 5.78 -5.33
H 1.66 4.90 -3.99
H 1.29 3.06 -2.40
H -2.15 0.38 -3.92
H -4.27 -0.79 -4.37
H -6.00 -0.94 -2.61
H -5.63 0.13 -0.42
H -3.51 1.30 0.04
Cl 1.23 0.05 -3.06
C 1.93 -0.71 -1.72
H 2.89 -0.29 -1.43
H 1.88 -1.79 -1.78

Here are the Löwdin charges for atoms 1 to 8, given in e: atom 1 (Pb): 1.35, atom 2 (O): 0.12, atom 3 (C): -0.26, atom 4 (C): 0.09, atom 5 (C): -0.16, atom 6 (N): 0.02, atom 7 (C): -0.15, atom 8 (C): 0.10

2.
Entry from the Open Molecules 2025 dataset: a 8-piece molecular cluster, C36H34F5N3 overall in a non-equilibrium geometry (ωB97M-V/def2-TZVPD).

For the gap between HOMO and LUMO, the calculation gives 9.3 eV. For the lowest unoccupied orbital energy, the calculation gives 0.55 eV. The calculation puts the total energy at -2055.74909 Eh.

Geometry (Å):
F -0.51 2.15 -1.39
C 0.61 2.76 -1.81
C 0.66 4.14 -1.80
C 1.83 4.77 -2.17
C 2.90 4.03 -2.63
C 2.80 2.64 -2.75
C 1.66 1.99 -2.30
H -0.18 4.73 -1.46
H 1.87 5.86 -2.15
H 3.82 4.50 -2.96
H 3.67 2.07 -3.03
H 1.57 0.92 -2.36
F 5.45 -1.69 3.44
C 4.87 -1.31 2.29
C 3.64 -0.68 2.35
C 2.86 -0.60 1.19
C 3.38 -1.04 -0.02
C 4.69 -1.50 -0.09
C 5.40 -1.70 1.08
H 3.15 -0.51 3.30
H 1.84 -0.25 1.26
H 2.76 -0.91 -0.90
H 5.15 -1.84 -1.02
H 6.36 -2.19 1.03
F 3.63 1.86 4.15
C 2.61 2.25 3.34
C 2.89 3.17 2.33
C 1.84 3.57 1.52
C 0.55 3.12 1.74
C 0.29 2.22 2.78
C 1.35 1.75 3.55
H 3.90 3.47 2.13
H 2.06 4.13 0.62
H -0.33 3.47 1.22
H -0.71 1.90 3.03
H 1.11 1.13 4.41
F 2.45 -1.21 -3.28
C 1.77 -2.29 -3.71
C 2.33 -3.19 -4.60
C 1.67 -4.38 -4.83
C 0.44 -4.67 -4.24
C -0.10 -3.76 -3.33
C 0.58 -2.59 -3.06
H 3.26 -2.88 -5.07
H 2.10 -5.08 -5.53
H -0.05 -5.62 -4.42
H -1.01 -3.92 -2.77
H 0.22 -1.81 -2.40
F -5.81 0.40 -0.83
C -4.99 -0.59 -0.44
C -4.02 -1.05 -1.32
C -3.12 -2.01 -0.90
C -3.21 -2.48 0.40
C -4.22 -2.06 1.26
C -5.16 -1.13 0.82
H -3.96 -0.62 -2.31
H -2.36 -2.36 -1.59
H -2.45 -3.12 0.85
H -4.29 -2.42 2.28
H -5.98 -0.78 1.43
C -2.18 0.42 1.22
C -1.21 -0.54 0.71
N -0.48 -1.31 0.26
H -3.13 0.30 0.70
H -1.85 1.44 1.07
H -2.30 0.27 2.29
C -6.78 2.87 0.42
C -5.40 2.94 0.89
N -4.32 2.87 1.26
H -7.40 3.68 0.80
H -7.25 1.93 0.67
H -6.78 3.01 -0.67
C -0.75 -3.23 3.15
C -0.81 -1.90 3.76
N -0.78 -0.87 4.25
H -1.18 -4.06 3.71
H 0.31 -3.40 2.94
H -1.27 -3.19 2.19

Here are the Löwdin charges for atoms 1 to 8, given in e: atom 1 (F): 0.06, atom 2 (C): -0.29, atom 3 (C): -0.04, atom 4 (C): -0.10, atom 5 (C): -0.10, atom 6 (C): -0.07, atom 7 (C): -0.01, atom 8 (H): 0.12

3.
Entry from the Open Molecules 2025 dataset: C36H34N8O3RuS2 as an isolated structure in a non-equilibrium geometry (ωB97M-V/def2-TZVPD).

For the gap between HOMO and LUMO (alpha / beta), the calculation gives 6.9 / 6.9 eV. For the lowest unoccupied orbital energy (alpha / beta), the calculation gives -3.20 / -3.19 eV. As for the spin multiplicity: 2. Its total charge is +1. The expectation value of S² is 0.77. The calculation puts the total energy at -2947.03716 Eh.

Geometry (Å):
Ru 0.00 0.00 0.00
C -6.80 11.97 0.78
O -6.41 11.25 -0.39
C -5.74 10.07 -0.20
C -5.38 9.41 -1.37
C -4.69 8.20 -1.32
C -4.35 7.61 -0.09
C -4.72 8.29 1.08
C -5.41 9.51 1.03
C -3.62 6.34 -0.09
N -3.24 5.66 -1.15
C -2.59 4.53 -0.70
C -2.58 4.51 0.69
N -3.24 5.66 1.05
C -1.98 3.46 1.42
C -1.98 3.45 2.82
C -1.38 2.39 3.49
C -0.81 1.39 2.72
N -0.80 1.38 1.37
C -1.38 2.40 0.70
C -1.38 2.40 -0.69
N -0.80 1.38 -1.37
C -0.81 1.41 -2.72
C -1.39 2.41 -3.48
C -1.99 3.47 -2.80
C -1.99 3.47 -1.40
H -7.31 12.88 0.45
H -5.92 12.27 1.36
H -7.50 11.39 1.38
H -5.63 9.85 -2.34
H -4.41 7.71 -2.25
H -4.48 7.89 2.06
H -5.67 9.98 1.97
H -3.41 5.96 2.00
H -2.43 4.25 3.40
H -1.35 2.35 4.57
H -0.32 0.54 3.19
H -0.33 0.56 -3.20
H -1.37 2.38 -4.56
H -2.45 4.28 -3.36
C 3.07 6.06 3.80
C 3.03 4.62 3.37
C 2.24 4.23 2.28
C 2.24 2.90 1.86
C 3.03 1.96 2.52
C 3.83 2.34 3.60
C 3.83 3.67 4.02
S 3.05 0.24 1.93
O 3.59 -0.48 3.08
O 3.99 0.36 0.82
N 1.56 -0.09 1.48
C 0.58 -0.96 2.13
C 0.79 -1.42 3.43
C -0.13 -2.28 4.05
C -1.29 -2.69 3.41
C -1.54 -2.22 2.14
N -0.71 -1.40 1.48
H 2.21 6.61 3.42
H 3.99 6.54 3.43
H 3.05 6.13 4.89
H 1.62 4.95 1.75
H 1.63 2.60 1.01
H 4.46 1.60 4.09
H 4.47 3.96 4.85
H 1.67 -1.14 4.00
H 0.09 -2.63 5.06
H -1.99 -3.35 3.90
H -2.44 -2.50 1.60
S -0.94 -1.62 -1.62
C 0.58 -2.11 -2.09
N 1.23 -3.11 -1.44
C 2.48 -3.68 -1.89
C 3.33 -2.64 -2.60
C 2.47 -1.99 -3.67
N 1.23 -1.51 -3.12
H 0.70 -3.58 -0.71
H 2.24 -4.51 -2.55
H 3.00 -4.07 -1.01
H 4.22 -3.10 -3.03
H 3.66 -1.88 -1.88
H 2.22 -2.71 -4.46
H 2.99 -1.15 -4.13
H 0.70 -0.81 -3.62
H 1.38 0.00 -1.20

Here are the Löwdin charges for atoms 1 to 8, given in e: atom 1 (Ru): 0.98, atom 2 (C): -0.07, atom 3 (O): -0.07, atom 4 (C): -0.27, atom 5 (C): 0.02, atom 6 (C): -0.01, atom 7 (C): -0.16, atom 8 (C): -0.02